This record from the Open Molecules 2025 dataset describes a cluster of 9 separate species, C40H86N2O14S7 in total in a non-equilibrium geometry. The level of theory is wB97M-V/def2-TZVPD.

- total energy (Ha) = -5525.4655
- Kohn-Sham gap (eV) = 8.3580
- SMILES = O=S1(=O)CCCC1.O=S1(=O)CCCC1.O=S1(=O)CCCC1.O=S1(=O)CCCC1.O=S1(=O)CCCC1.O=S1(=O)CCCC1.O=S1(=O)CCCC1.CCN(CC)CC.CCN(CC)CC
- max |F| (eV/Å) = 4.756
- energy relative to the best compared isomer or geometry (same formula, charge and spin) (kcal per mole) = 121.20

Last column: Mulliken charge in e.
Cartesian coordinates (Å):
C -5.7769 9.3263 -8.6612  -1.346
C -4.8258 8.2368 -9.2198  -0.381
N -3.3301 8.4602 -8.8310  -0.060
C -2.4221 7.4462 -9.2505  -0.339
C -2.9143 6.0446 -8.7866  -1.467
C -2.7962 9.8395 -9.2053  -0.784
C -2.9739 10.2536 -10.6757  -0.936
H -5.4353 9.7175 -7.7029  0.358
H -6.8172 9.0023 -8.6320  0.373
H -5.7992 10.2529 -9.2348  0.288
H -5.0824 7.3432 -8.6509  0.437
H -4.9420 8.1814 -10.3022  0.325
H -2.4040 7.4284 -10.3402  0.289
H -1.4063 7.5857 -8.8808  0.388
H -2.1633 5.2959 -9.0386  0.438
H -2.9254 5.9662 -7.6995  0.341
H -3.8214 5.6552 -9.2489  0.366
H -1.7682 9.7547 -8.8531  0.449
H -3.0770 10.6110 -8.4884  0.376
H -2.4318 9.4611 -11.1916  0.269
H -2.4375 11.1734 -10.9090  0.387
H -4.0139 10.3940 -10.9701  0.230
C 0.8524 -0.5237 2.0086  -1.291
C -0.5974 -0.0029 2.2644  -0.348
N -1.3163 0.6391 1.0669  0.024
C -0.4401 1.3876 0.1240  -0.401
C -1.0419 1.7013 -1.2009  -1.508
C -2.4162 1.5176 1.3732  -0.430
C -3.3904 1.0930 2.4272  -1.354
H 1.4520 0.3822 1.9190  0.333
H 0.8845 -1.1460 1.1143  0.297
H 1.2783 -1.0028 2.8902  0.388
H -1.1389 -0.8991 2.5673  0.309
H -0.6011 0.6423 3.1430  0.306
H 0.2544 2.1411 0.4954  0.392
H 0.2591 0.6745 -0.3128  0.337
H -1.6113 2.6307 -1.2157  0.363
H -0.1559 1.8664 -1.8140  0.484
H -1.4987 0.8413 -1.6906  0.297
H -2.9331 1.6212 0.4192  0.343
H -2.0203 2.5135 1.5724  0.354
H -3.9093 0.1498 2.2562  0.344
H -4.3056 1.6850 2.4265  0.441
H -3.0114 1.2101 3.4424  0.320
C 0.4504 -3.9766 -5.8286  -0.659
C 0.2838 -4.6816 -4.4629  -0.618
C 1.3605 -5.7311 -4.5241  -0.585
S 2.7936 -5.0872 -5.4754  1.048
O 3.1060 -5.8865 -6.6687  -0.625
O 3.8357 -4.8068 -4.5363  -0.640
C 1.9158 -3.4490 -5.8594  -0.663
H -0.2620 -3.1758 -6.0270  0.353
H 0.1634 -4.6791 -6.6110  0.327
H -0.7432 -5.0235 -4.3339  0.325
H 0.2895 -3.9091 -3.6940  0.299
H 0.9113 -6.4993 -5.1535  0.305
H 1.8277 -6.1624 -3.6387  0.402
H 2.2854 -2.9626 -6.7622  0.391
H 2.2718 -2.9493 -4.9585  0.341
C 2.0065 -5.7817 10.7009  -0.409
C 0.6379 -5.9015 11.1736  -0.675
C 0.5209 -6.3124 12.6554  -0.646
S 1.9423 -5.4209 13.5017  1.019
O 2.6199 -6.5372 14.1937  -0.613
O 1.5946 -4.1889 14.2016  -0.602
C 2.7316 -5.0145 11.8095  -0.764
H 2.0627 -5.2770 9.7364  0.289
H 2.3854 -6.8009 10.6254  0.277
H 0.1248 -6.6220 10.5367  0.341
H 0.0916 -4.9597 11.1217  0.311
H 0.5710 -7.4002 12.7023  0.328
H -0.3384 -5.9858 13.2410  0.373
H 3.7988 -5.1796 11.9578  0.406
H 2.6881 -3.9337 11.6751  0.365
C -7.2835 -5.8968 8.1474  -0.591
C -6.5530 -5.1336 7.1228  -0.539
C -6.4142 -6.1430 5.8763  -0.671
S -6.3279 -7.8417 6.5669  1.034
O -4.9976 -8.3970 6.6981  -0.621
O -7.5479 -8.6704 6.2702  -0.622
C -6.6999 -7.2510 8.3203  -0.756
H -8.3342 -6.0431 7.8970  0.308
H -7.3438 -5.2668 9.0349  0.347
H -5.5981 -4.8526 7.5670  0.306
H -7.1337 -4.2610 6.8240  0.295
H -5.5989 -5.8698 5.2063  0.391
H -7.3040 -6.1587 5.2470  0.365
H -5.6854 -7.2664 8.7187  0.328
H -7.1584 -8.0991 8.8288  0.424
C -8.0582 -1.6823 -7.2853  -0.620
C -7.0935 -2.7352 -6.6477  -0.700
C -6.9494 -3.9507 -7.5151  -0.519
S -7.3781 -3.4364 -9.2309  1.035
O -8.7101 -4.0349 -9.5890  -0.640
O -6.3123 -3.6750 -10.1417  -0.619
C -7.6880 -1.5943 -8.8221  -0.736
H -7.8244 -0.6839 -6.9156  0.338
H -9.1422 -1.7896 -7.2454  0.322
H -7.3699 -2.8899 -5.6048  0.371
H -6.1486 -2.2558 -6.3917  0.317
H -7.5609 -4.7793 -7.1580  0.382
H -5.8860 -4.1774 -7.4376  0.305
H -8.3873 -1.2321 -9.5757  0.428
H -6.6977 -1.1441 -8.8892  0.336
C 1.6119 9.4524 -0.2347  -0.553
C 2.4809 10.6467 -0.2409  -0.580
C 3.9066 10.1085 -0.5023  -0.714
S 3.7311 8.8013 -1.8194  1.024
O 4.2686 7.6095 -1.2417  -0.615
O 4.1721 9.1779 -3.2073  -0.631
C 1.8915 8.7561 -1.5624  -0.680
H 0.5745 9.7860 -0.2107  0.309
H 1.6921 8.8672 0.6814  0.310
H 2.4805 11.2690 0.6540  0.328
H 2.0116 11.3286 -0.9501  0.294
H 4.3185 9.4858 0.2918  0.346
H 4.7091 10.7531 -0.8608  0.407
H 1.5024 7.7386 -1.6001  0.384
H 1.4844 9.3603 -2.3732  0.372
C 8.1437 -7.0806 0.7974  -0.621
C 6.6792 -7.2620 1.4163  -0.781
C 6.6480 -7.9179 2.7314  -0.463
S 8.2647 -8.7472 2.9286  1.074
O 8.0616 -10.1965 3.0781  -0.649
O 8.9544 -7.9311 3.8886  -0.617
C 8.8481 -8.3654 1.1901  -0.712
H 8.5095 -6.1600 1.2521  0.290
H 8.1330 -6.9164 -0.2801  0.363
H 6.1131 -7.7690 0.6349  0.323
H 6.2126 -6.2832 1.3051  0.363
H 5.8565 -8.6618 2.6413  0.271
H 6.4152 -7.3024 3.6004  0.391
H 8.6488 -9.3006 0.6669  0.346
H 9.9380 -8.3656 1.2055  0.423
C 8.9200 4.1877 4.6602  -0.631
C 8.4530 3.0081 5.5249  -0.560
C 6.8950 2.9424 5.4767  -0.764
S 6.3593 4.7170 5.1411  1.024
O 6.3905 5.2897 6.5204  -0.629
O 5.3189 4.8057 4.1739  -0.605
C 7.9197 5.1736 4.2458  -0.582
H 9.2727 3.7841 3.7111  0.297
H 9.8510 4.5756 5.0736  0.349
H 8.7628 3.2142 6.5494  0.285
H 9.1149 2.2225 5.1606  0.350
H 6.2476 2.3729 6.1435  0.467
H 6.7060 2.5168 4.4911  0.310
H 7.9990 6.2511 4.3900  0.395
H 7.7585 5.0123 3.1799  0.294

Cartesian forces (eV/Å) of the 3 atoms listed first:
0.83 0.71 -0.34
1.70 0.97 1.59
-2.02 2.91 0.22